Computed, not measured: a 11-piece molecular cluster, C99H209N11O11 overall, with ωB97M-V/def2-TZVPD.

Values from the calculation:
LUMO energy ... 0.4 eV
SMILES ... CC1(C)CCCC(C)(C)N1O.CC1(C)CCCC(C)(C)N1O.CC1(C)CCCC(C)(C)N1O.CC1(C)CCCC(C)(C)N1O.CC1(C)CCCC(C)(C)N1O.CC1(C)CCCC(C)(C)N1O.CC1(C)CCCC(C)(C)N1O.CC1(C)CCCC(C)(C)N1O.CC1(C)CCCC(C)(C)N1O.CC1(C)CCCC(C)(C)N1O.CC1(C)CCCC(C)(C)N1O
Net charge ... 0
Multiplicity ... 1
Energy above the lowest of the compared OMol25 structures with the same formula, charge and spin ... 322.9 kJ/mol
Maximum force ... 0.084 hartree/bohr

```
330
Properties=species:S:1:pos:R:3:forces:R:3:mulliken_charge:R:1
C 13.104 20.752 21.797 -1.15 1.50 0.61 -1.65
C 12.388 22.148 21.732 0.64 0.05 -0.22 2.45
C 11.975 22.358 20.253 1.35 -0.33 0.61 -1.64
C 11.175 22.133 22.637 -0.11 0.34 0.71 -1.65
C 10.580 23.518 22.878 -1.25 -0.77 1.42 -0.65
C 11.535 24.499 23.491 1.01 -0.58 0.35 -1.36
C 12.798 24.612 22.653 1.70 0.61 -0.95 1.25
C 12.619 25.547 21.378 -1.93 -1.40 0.96 -1.62
C 13.985 25.246 23.450 0.37 -0.33 -0.38 -1.40
N 13.316 23.207 22.311 -1.07 -0.10 0.42 0.41
O 14.480 23.372 21.519 0.06 -0.66 -0.35 1.05
H 13.385 20.591 22.824 0.37 -0.23 0.44 0.44
H 12.368 19.991 21.555 0.01 -0.18 -0.29 0.76
H 13.960 20.710 21.155 0.39 -0.12 -0.41 -0.55
H 11.407 21.508 19.908 -0.59 -0.18 0.05 0.63
H 11.487 23.289 20.044 -0.34 0.39 -0.10 0.32
H 12.901 22.285 19.689 0.14 0.41 -0.29 -0.19
H 10.436 21.492 22.215 -0.79 -0.33 -0.91 0.44
H 11.306 21.605 23.578 0.85 0.24 0.46 0.40
H 10.229 23.867 21.950 -0.63 0.68 -1.30 0.41
H 9.680 23.406 23.545 0.72 0.12 -0.64 0.42
H 11.826 24.107 24.464 0.18 -0.16 0.22 0.29
H 11.136 25.483 23.722 -0.28 0.17 -0.41 0.35
H 13.392 25.363 20.682 1.03 -0.02 -0.66 0.21
H 12.593 26.583 21.691 0.10 0.16 0.03 0.57
H 11.660 25.329 20.849 0.58 0.18 0.41 0.28
H 13.853 26.327 23.564 0.09 -0.04 -0.46 0.62
H 14.963 24.994 22.897 -1.50 0.70 1.14 0.02
H 13.999 24.904 24.491 0.24 -0.50 -0.26 0.17
H 15.143 22.861 22.014 -0.16 0.38 -0.22 -0.62
C 24.750 20.740 9.487 -1.44 -0.11 0.20 -1.91
C 23.408 20.347 10.262 1.60 1.13 -0.58 1.51
C 22.583 19.501 9.338 -0.17 0.55 0.09 -1.79
C 23.724 19.609 11.586 -0.77 0.44 -0.67 -1.60
C 22.546 19.597 12.573 0.42 0.47 -1.31 -1.60
C 22.104 21.039 12.927 0.17 -1.47 0.68 0.89
C 21.789 21.830 11.694 -0.27 1.21 -0.94 2.26
C 20.344 21.507 11.287 -0.41 0.86 -1.45 -1.69
C 21.911 23.348 11.995 1.24 -2.05 1.93 -1.85
N 22.825 21.609 10.666 -0.41 0.34 0.63 0.30
O 22.646 22.555 9.645 0.45 0.02 -0.58 -0.49
H 24.638 21.091 8.445 -0.45 -0.30 0.46 0.34
H 25.186 21.546 10.020 0.57 0.76 0.58 0.49
H 25.431 19.921 9.476 0.52 -0.85 0.03 0.44
H 21.791 19.107 9.928 -0.94 -0.79 0.15 0.43
H 22.157 20.083 8.520 0.07 -0.06 -0.14 0.28
H 23.224 18.732 8.951 0.02 -0.59 -0.37 0.49
H 23.966 18.583 11.311 0.49 -0.06 0.23 0.51
H 24.530 20.149 12.078 0.44 -0.25 -0.09 0.32
H 21.797 18.871 12.247 -0.64 0.65 -0.37 0.36
H 22.907 19.076 13.402 0.65 -0.47 1.88 0.72
H 22.974 21.566 13.418 -0.97 -0.78 0.08 -0.13
H 21.168 20.904 13.559 1.36 0.83 -0.35 -0.79
H 20.290 20.441 11.061 -0.50 -0.02 0.29 0.35
H 20.002 22.060 10.361 0.67 -0.54 0.70 0.37
H 19.615 21.861 12.039 0.42 -0.59 -0.01 0.28
H 22.969 23.611 12.081 0.18 -0.25 -0.01 0.48
H 21.526 23.428 13.014 -0.73 0.90 -0.45 0.15
H 21.577 23.923 11.194 -1.33 1.19 -0.76 0.53
H 22.133 22.182 8.914 -0.21 -0.29 0.17 0.33
C 20.141 17.427 23.479 -0.41 -0.38 1.48 -1.09
C 21.607 17.467 23.116 0.93 -1.58 -0.26 1.88
C 22.349 16.481 24.083 -0.96 -0.81 -0.80 -1.92
C 21.865 16.775 21.747 -1.64 -0.30 0.96 -1.99
C 21.279 17.567 20.595 -0.08 -0.93 0.38 1.53
C 21.946 18.904 20.688 0.94 2.41 -1.21 0.40
C 21.950 19.708 22.075 -0.57 -0.39 -1.21 1.96
C 23.075 20.732 22.023 0.04 2.56 0.69 -1.65
C 20.606 20.466 22.254 -0.35 -1.26 -0.67 -1.30
N 22.294 18.758 23.121 0.04 -0.54 0.61 0.36
O 22.102 19.356 24.423 -1.23 0.12 -1.07 -0.46
H 19.840 16.386 23.425 -0.03 -0.35 0.18 0.19
H 19.964 17.746 24.537 0.22 -0.08 -0.86 0.42
H 19.414 17.905 22.857 -0.08 0.78 -0.60 -0.22
H 23.418 16.575 23.958 0.35 -0.04 -0.18 0.44
H 22.116 16.706 25.106 -0.20 -0.08 0.61 0.50
H 22.030 15.394 23.819 0.55 1.88 0.70 0.28
H 22.916 16.681 21.639 1.23 0.16 -0.29 0.43
H 21.526 15.723 21.890 -0.25 0.73 -0.57 0.40
H 21.592 17.054 19.676 -0.34 0.31 -0.16 -0.37
H 20.167 17.617 20.615 0.64 -0.02 0.09 -0.77
H 21.476 19.627 19.957 0.46 -0.64 0.70 -1.17
H 23.012 18.809 20.270 -1.23 0.10 0.92 -0.42
H 24.034 20.226 22.042 0.20 -0.02 0.39 0.52
H 22.964 21.538 22.869 0.41 -1.83 -1.10 0.32
H 23.124 21.411 21.135 -0.56 -0.85 0.28 -0.03
H 20.477 20.854 23.247 -0.04 -0.16 0.61 0.93
H 19.697 19.890 21.921 0.90 0.31 0.55 -0.76
H 20.655 21.318 21.616 -0.01 0.75 -0.59 0.80
H 22.942 19.243 24.825 1.21 -0.07 0.56 0.35
C 17.651 12.567 20.024 2.83 0.68 -3.03 -1.71
C 18.002 13.861 20.827 -0.02 -0.37 -1.33 1.99
C 18.708 13.472 22.074 1.96 0.40 1.39 -1.97
C 18.932 14.822 20.075 0.82 -0.25 -0.19 -0.45
C 18.273 15.552 18.969 -1.47 0.47 -2.10 0.29
C 16.913 16.166 19.459 1.00 2.28 0.35 0.15
C 15.968 15.269 20.199 1.03 -2.38 -0.38 2.41
C 14.899 15.958 20.992 -0.19 1.60 -0.25 -1.64
C 15.333 14.313 19.129 -0.07 -0.81 0.44 -1.88
N 16.812 14.605 21.229 -0.52 -0.06 0.47 0.25
O 16.000 13.649 21.941 -0.12 -0.08 -0.51 -0.56
H 16.792 12.038 20.296 -1.46 -0.38 0.64 0.37
H 17.650 12.702 18.845 -0.20 0.03 2.43 0.16
H 18.497 11.872 20.154 -0.22 0.11 0.08 0.42
H 19.617 12.847 21.945 -0.63 0.28 -0.34 0.33
H 19.059 14.358 22.648 -0.28 -0.24 -0.49 0.14
H 18.056 12.970 22.733 -0.69 -0.89 0.70 0.69
H 19.247 15.623 20.718 -0.01 0.20 1.08 -1.10
H 19.915 14.375 19.794 -0.83 -0.25 -0.04 0.83
H 18.890 16.380 18.575 -0.13 -0.16 0.50 -0.21
H 18.122 14.955 18.024 -0.15 0.11 1.07 -0.30
H 16.327 16.465 18.592 0.24 0.64 -0.20 0.41
H 17.138 17.120 20.115 -0.33 -1.74 -1.26 -1.24
H 15.444 16.644 21.681 -0.62 -0.27 -0.28 0.23
H 14.374 15.201 21.582 -0.31 0.43 -0.32 0.60
H 14.224 16.575 20.318 0.59 -0.83 0.90 0.11
H 14.642 14.934 18.553 -0.41 -0.25 0.20 0.46
H 14.830 13.407 19.605 0.42 1.33 -0.66 0.33
H 16.045 13.943 18.364 -0.20 0.22 0.72 0.26
H 15.868 14.059 22.791 0.00 0.19 0.43 0.35
C 20.435 23.896 15.453 -0.38 1.74 1.75 -1.65
C 21.330 23.683 16.692 -0.79 -0.21 1.06 2.29
C 21.756 25.084 17.159 0.97 1.01 0.27 -1.83
C 20.508 22.915 17.788 0.78 -0.78 -0.65 1.12
C 21.304 22.166 18.865 0.15 -0.27 0.06 -0.11
C 22.445 21.339 18.286 -0.85 1.25 -1.78 -0.99
C 23.276 22.207 17.329 1.21 -0.30 -0.76 1.58
C 24.125 23.181 18.144 0.60 1.27 1.93 -1.95
C 24.315 21.325 16.570 0.40 -0.86 1.82 -1.25
N 22.433 22.829 16.305 0.42 -0.20 -1.16 2.00
O 23.298 23.585 15.394 -0.21 -0.07 1.09 -0.70
H 20.143 23.041 14.887 -0.03 -0.75 -0.18 -0.30
H 19.552 24.488 15.793 0.26 -0.78 -0.18 -0.73
H 20.959 24.618 14.867 0.40 0.26 -0.99 0.96
H 22.476 25.475 16.441 -0.05 -0.03 -0.28 0.53
H 20.955 25.825 17.170 -0.40 -0.34 0.00 0.25
H 22.312 25.234 18.108 -0.60 -0.80 -0.19 0.20
H 19.868 23.641 18.266 -0.50 0.15 -0.07 -0.29
H 19.945 22.130 17.270 -0.31 0.34 0.05 -1.09
H 21.737 22.889 19.542 0.00 0.20 0.51 0.76
H 20.672 21.465 19.459 0.08 0.84 -0.43 -0.46
H 22.024 20.501 17.720 0.21 -0.21 0.16 -0.55
H 23.117 21.047 19.053 0.53 -0.76 0.69 0.52
H 25.011 22.672 18.623 -0.78 0.37 -0.77 0.33
H 23.631 23.689 19.047 0.22 -0.80 -1.35 0.22
H 24.479 24.014 17.517 0.09 -0.43 0.13 0.38
H 24.826 20.752 17.392 0.01 0.58 -0.68 -0.43
H 25.062 21.861 15.988 -0.13 0.24 0.20 0.61
H 23.928 20.522 15.966 -0.82 -0.05 -0.51 0.16
H 23.145 23.257 14.505 -0.33 -0.42 0.00 0.19
C 27.506 14.187 19.056 2.55 0.09 0.83 -2.07
C 26.596 15.347 19.216 -0.52 2.34 -1.52 1.91
C 25.243 14.803 19.642 0.03 -1.66 -0.40 -1.31
C 27.106 16.437 20.206 0.53 -0.48 -0.89 -1.70
C 26.326 17.715 20.060 -0.62 -0.19 -0.34 1.09
C 26.474 18.238 18.642 0.95 0.84 0.64 -1.38
C 25.929 17.292 17.596 -1.29 0.23 3.14 3.03
C 24.425 17.086 17.779 -0.79 -0.37 -1.00 0.13
C 26.245 17.734 16.228 1.21 -0.26 -1.92 -2.12
N 26.595 16.020 17.855 1.29 0.03 0.19 -0.17
O 26.090 15.132 16.913 -0.81 -1.49 -0.52 -0.32
H 27.178 13.383 18.404 0.01 0.28 -0.26 0.34
H 28.564 14.531 18.892 -0.98 -0.23 -0.84 0.41
H 27.679 13.768 20.025 -0.39 -0.67 0.93 0.54
H 25.514 14.002 20.344 -0.58 0.50 0.56 0.58
H 24.474 15.494 19.999 0.42 -0.37 0.19 -0.01
H 24.869 14.185 18.800 -0.21 0.68 0.20 0.15
H 26.941 16.007 21.162 0.17 -0.32 1.24 0.55
H 28.190 16.678 20.072 -0.68 -0.51 0.01 0.36
H 25.257 17.496 20.114 -0.07 0.03 0.66 -0.91
H 26.559 18.449 20.851 0.06 -0.22 -0.49 0.48
H 27.528 18.359 18.404 0.34 0.28 0.08 0.50
H 26.022 19.224 18.661 -0.25 0.18 -0.70 -0.10
H 24.295 16.316 17.031 -0.89 -0.09 -0.32 -0.27
H 23.785 17.935 17.529 0.24 0.14 -0.06 0.41
H 24.033 16.613 18.685 0.53 0.61 -0.08 -1.21
H 27.365 17.738 16.091 -1.05 0.14 0.05 0.50
H 25.835 18.694 15.946 -0.01 0.48 0.36 0.14
H 25.816 17.048 15.479 0.23 0.09 0.27 0.19
H 26.736 15.047 16.211 0.43 0.06 0.04 0.34
C 13.054 18.205 12.979 -0.19 -0.30 -0.25 -2.12
C 12.560 18.219 14.418 -0.04 0.59 1.82 1.44
C 11.334 17.272 14.517 -0.89 0.06 -1.23 -1.49
C 13.699 17.769 15.454 0.60 -1.34 -1.27 -0.82
C 13.433 18.121 16.926 0.68 -0.87 0.31 0.78
C 13.153 19.617 17.090 -0.49 -2.19 1.08 -0.35
C 12.001 20.068 16.220 0.55 0.69 0.23 2.25
C 10.653 19.580 16.736 0.44 -2.59 -3.13 -1.94
C 12.146 21.571 16.320 -1.27 0.77 -1.75 -1.87
N 12.360 19.688 14.822 -0.26 -0.67 -0.15 0.06
O 11.408 20.297 13.957 -0.27 -0.86 -0.10 -0.51
H 13.768 18.982 12.860 0.88 0.60 -0.08 0.48
H 13.508 17.243 12.732 0.07 -0.01 0.17 0.41
H 12.309 18.396 12.192 -0.21 -0.09 0.61 0.37
H 11.067 16.955 15.503 -0.27 0.29 0.74 0.40
H 10.379 17.540 13.923 1.47 0.11 1.01 0.25
H 11.607 16.327 14.065 0.37 -0.21 -0.41 0.47
H 14.024 16.643 15.277 -0.99 2.08 0.45 0.39
H 14.604 18.334 15.175 -0.31 -0.08 -0.18 -0.01
H 12.706 17.425 17.386 -0.19 0.63 -0.29 0.55
H 14.344 17.918 17.535 -0.26 -0.10 -0.58 -0.94
H 14.079 20.143 16.898 -0.04 0.29 -0.26 -0.71
H 12.904 19.773 18.154 0.03 0.22 -0.32 0.24
H 10.612 18.482 16.581 0.17 0.47 0.74 0.29
H 9.822 19.844 16.120 -0.43 0.87 -0.92 0.43
H 10.300 19.798 17.670 -0.02 0.81 2.81 0.51
H 13.141 21.775 15.967 0.38 0.56 -0.19 0.49
H 12.049 21.881 17.331 -0.05 0.27 1.01 0.28
H 11.407 22.152 15.709 0.61 -0.59 0.44 0.35
H 10.691 19.636 13.936 -0.11 0.53 -0.19 0.40
C 16.810 27.750 19.944 -1.31 0.40 1.36 -1.78
C 17.723 26.763 19.290 1.42 -0.72 0.23 2.18
C 19.135 26.726 20.037 -1.93 0.44 -0.31 -2.00
C 17.138 25.369 19.440 -0.63 -1.55 -0.69 -0.33
C 15.953 25.124 18.455 1.51 -1.64 -0.80 -0.25
C 16.347 25.403 17.010 1.18 -0.46 -0.83 0.04
C 16.935 26.813 16.824 0.72 -0.53 0.16 1.06
C 17.560 26.895 15.384 -0.59 -2.91 2.16 -1.42
C 15.866 27.859 16.904 -1.05 1.80 1.06 -1.80
N 18.009 26.957 17.862 0.83 0.54 -0.48 1.01
O 18.548 28.302 17.743 -0.26 0.12 -0.27 -0.62
H 17.138 28.785 19.919 0.12 0.06 -0.32 0.31
H 15.753 27.696 19.603 0.83 0.05 0.06 0.21
H 16.753 27.478 21.019 0.10 0.17 -0.41 0.43
H 19.788 26.045 19.554 0.46 -1.11 -0.38 0.33
H 19.671 27.645 20.043 0.11 1.19 -0.12 0.59
H 18.977 26.495 21.081 -0.04 -0.43 0.25 0.39
H 17.960 24.595 19.325 -1.07 0.81 -0.05 -0.57
H 16.673 25.239 20.419 0.49 0.07 0.30 0.05
H 15.517 24.097 18.497 0.58 0.80 0.37 -0.45
H 15.147 25.741 18.685 -1.40 1.30 0.68 0.91
H 15.460 25.310 16.320 0.96 -0.13 0.55 0.70
H 17.219 24.722 16.677 -1.57 0.52 0.45 -1.05
H 16.688 26.596 14.807 0.32 -0.07 -0.71 0.44
H 18.398 26.120 15.308 -1.04 1.45 -0.17 -0.05
H 17.790 27.891 15.207 0.96 1.65 -0.68 0.58
H 15.119 27.754 17.756 1.15 0.11 -0.96 0.19
H 15.250 27.911 16.016 -0.07 -0.34 -0.44 0.48
H 16.351 28.865 16.949 -0.46 -0.68 0.30 0.39
H 19.493 28.288 17.970 -0.50 -0.60 -0.23 0.35
C 19.568 14.232 15.568 -0.08 -0.16 0.61 -1.03
C 21.110 14.314 15.298 -1.41 -1.86 0.33 2.51
C 21.901 15.233 16.229 1.14 0.43 -2.04 -1.19
C 21.582 12.865 15.423 0.48 -0.47 -0.66 -1.90
C 22.982 12.655 14.892 1.34 1.20 0.69 0.04
C 23.013 13.005 13.460 -0.75 0.70 -2.93 -1.56
C 22.478 14.476 13.157 1.12 -1.65 0.66 1.70
C 23.504 15.522 13.493 0.56 0.06 0.69 -0.76
C 22.257 14.602 11.674 -1.45 -2.07 -0.63 -2.12
N 21.206 14.539 13.873 -0.29 2.28 -1.09 -0.12
O 20.690 15.911 13.640 -0.21 -0.93 -0.20 -0.20
H 19.221 15.175 16.030 -0.09 -0.57 -0.21 -0.25
H 19.017 14.048 14.617 0.46 0.21 0.66 0.41
H 19.342 13.335 16.230 0.21 1.30 -0.48 0.33
H 21.596 15.452 17.225 -0.83 -0.05 0.59 0.35
H 22.916 14.860 16.272 0.20 -0.43 0.49 -0.41
H 22.103 16.143 15.657 -0.61 0.45 0.47 0.31
H 21.526 12.572 16.429 -0.08 -0.31 1.65 0.69
H 20.899 12.183 14.888 0.15 0.39 -0.04 0.49
H 23.790 13.280 15.397 -1.16 -0.53 -0.18 -0.27
H 23.358 11.665 14.996 -0.04 -1.06 0.35 0.51
H 22.413 12.287 12.819 0.21 0.68 0.89 0.34
H 23.996 12.937 12.992 0.30 0.09 0.30 0.47
H 23.835 15.482 14.572 -0.05 0.50 -1.44 -0.33
H 23.035 16.428 13.148 -0.17 0.98 0.87 0.02
H 24.313 15.464 12.755 0.36 -0.48 0.59 0.60
H 21.946 15.564 11.270 0.11 0.09 0.32 0.24
H 21.453 13.845 11.508 0.23 0.70 -0.50 0.53
H 23.115 14.206 11.124 0.09 0.31 0.09 0.44
H 19.896 15.702 13.124 0.22 0.30 0.18 0.30
C 17.696 21.795 24.604 -0.55 -0.46 0.21 -1.04
C 16.562 20.743 24.424 0.51 -0.61 0.95 2.40
C 16.385 20.615 22.928 0.22 -0.46 -0.60 -0.34
C 16.984 19.327 24.887 3.28 1.75 -0.35 -1.11
C 17.138 19.165 26.383 0.37 2.04 -0.16 -0.64
C 15.865 19.566 27.079 -0.22 2.39 0.60 -1.41
C 15.291 20.989 26.649 0.45 0.31 0.01 1.71
C 13.852 21.199 27.248 0.73 0.52 -0.79 -2.08
C 16.109 22.208 27.142 0.19 -0.13 0.14 -1.38
N 15.263 20.993 25.132 -0.01 1.06 -0.63 0.07
O 14.903 22.351 24.715 -1.37 -0.73 -1.07 0.09
H 17.241 22.759 24.369 0.26 0.17 0.42 0.09
H 18.149 21.746 25.603 -0.05 0.31 -0.58 0.43
H 18.463 21.617 23.848 0.00 -0.13 0.14 -0.16
H 17.353 20.323 22.474 -0.51 -0.02 0.30 -0.16
H 15.655 19.861 22.706 -0.37 -0.60 -0.19 0.48
H 16.077 21.476 22.352 0.00 0.56 0.28 -0.89
H 16.345 18.635 24.473 -1.82 -1.65 -0.75 1.05
H 17.971 19.143 24.345 -0.95 0.09 0.84 -0.71
H 17.458 18.179 26.622 0.20 -0.86 0.36 0.58
H 17.910 19.882 26.753 -0.16 -0.66 -0.33 0.28
H 16.002 19.633 28.169 -0.07 -0.22 -0.23 0.43
H 15.071 18.918 26.865 -1.14 -1.37 -0.21 0.44
H 13.873 21.021 28.325 0.09 0.06 -0.05 0.47
H 13.143 20.537 26.803 -0.45 -0.82 -0.34 0.47
H 13.435 22.212 27.048 0.68 -0.49 0.19 0.29
H 17.191 22.079 27.118 -0.20 -0.12 0.10 0.30
H 15.852 22.547 28.148 -0.18 -0.32 0.05 0.51
H 15.851 23.016 26.464 0.16 0.22 0.11 0.16
H 14.234 22.262 23.952 0.96 0.18 1.48 -0.33
C 17.993 21.733 19.779 -2.00 -3.78 0.60 0.37
C 17.402 20.820 18.570 -0.34 0.16 1.04 2.17
C 16.351 19.863 19.162 -0.23 1.41 -0.85 0.58
C 16.872 21.837 17.606 -0.23 2.68 0.86 1.48
C 16.544 21.522 16.173 0.11 -2.41 0.84 -1.33
C 17.777 20.869 15.600 1.96 -0.18 0.79 -0.65
C 18.360 19.683 16.455 -1.52 -0.08 0.72 2.01
C 17.479 18.449 16.283 -1.40 -0.86 -1.62 -0.97
C 19.710 19.263 15.939 1.41 -0.54 0.42 -0.71
N 18.437 20.062 17.897 1.33 1.60 -1.14 1.12
O 18.933 19.007 18.658 -1.51 -1.26 -0.21 3.35
H 18.573 21.072 20.463 -0.16 0.62 -0.49 -0.82
H 18.524 22.547 19.438 1.32 1.47 -0.71 -0.37
H 17.132 22.081 20.379 0.28 -0.01 -0.34 -0.83
H 15.570 20.421 19.659 -0.10 0.29 0.47 -0.70
H 15.822 19.305 18.395 0.36 -0.43 -0.08 -0.88
H 16.912 19.278 19.840 -0.01 -1.11 0.78 -0.22
H 16.095 22.482 18.129 0.56 -1.32 -0.66 -0.37
H 17.707 22.579 17.555 -0.44 -0.35 -0.33 -0.75
H 15.662 20.889 16.009 0.15 -0.02 0.26 -0.82
H 16.323 22.430 15.728 -0.34 1.85 -1.27 1.20
H 18.611 21.604 15.523 -0.62 -0.21 0.16 -0.89
H 17.697 20.457 14.618 -0.48 -0.20 -0.86 1.07
H 17.680 18.024 15.254 -0.43 0.38 1.00 0.74
H 16.379 18.626 16.320 0.71 0.22 0.09 -0.90
H 17.654 17.631 16.976 0.42 0.12 0.29 -0.59
H 20.317 20.104 15.575 -0.05 -0.14 0.10 -0.73
H 19.590 18.499 15.153 0.23 0.56 0.06 0.80
H 20.281 18.736 16.748 -0.43 0.52 -0.64 -0.61
H 19.679 19.353 19.100 1.47 0.64 0.69 -1.50
```
Positions in Å, forces in eV/Å.